The following is a DFT calculation (wB97M-V/def2-TZVPD) of a structure of composition C3H2N2O3 at a distorted geometry.

Atoms and positions in Å:
1 C 0.223717 1.472395 -0.860600
2 C 0.976825 0.296494 -1.124507
3 C -0.329104 -0.428185 0.483756
4 N -0.664483 1.412924 0.052060
5 N -0.861370 -1.284584 1.438792
6 O -1.770836 -0.905626 2.137373
7 O -0.330307 -2.382363 1.475057
8 O 0.614696 -0.690192 -0.346669
9 H 0.391701 2.387330 -1.406179
10 H 1.749162 0.121807 -1.849083

Cartesian forces, eV/Å:
1.1782 -1.0383 -0.7551
-0.1731 1.0916 -0.3089
-1.1065 7.0407 -1.9647
-0.3372 -5.0035 2.4481
0.2696 -0.7605 0.1343
-0.1959 0.3649 0.0174
0.1204 -0.5148 0.1115
0.2198 -1.1689 0.3317
-0.0279 0.1982 -0.0708
0.0526 -0.2096 0.0564

Output
Maximum force: 7.4 eV/A
Electronic energy: -12258.3768 eV
LUMO energy (alpha / beta): -1.7 / -1.7 eV
Energy relative to the best compared isomer or geometry (same formula, charge and spin): 830.3 kJ/mol
Highest occupied orbital energy (alpha / beta): -0.347 / -0.347 hartree
Gap between HOMO and LUMO (alpha / beta): 7.7 / 7.8 eV